# 1
The following is a quantum chemistry calculation of one molecule with the formula C6H9N, from the OMol25 dataset.

CARTESIAN COORDINATES (ANGSTROEM)
C (1.600, -0.667, 0.930)
C (0.460, -0.196, 0.068)
C (0.569, 0.714, -1.104)
C (-0.282, 1.122, 0.083)
C (-1.639, 0.360, 0.213)
N (-1.921, -0.507, -0.898)
C (-0.923, -0.923, 0.082)
H (1.251, -0.922, 1.938)
H (2.366, 0.110, 1.034)
H (2.083, -1.559, 0.511)
H (1.511, 1.257, -1.171)
H (0.170, 0.442, -2.080)
H (-0.055, 2.017, 0.649)
H (-2.464, 0.637, 0.857)
H (-1.617, -0.047, -1.747)
H (-1.109, -1.837, 0.635)

Properties
**Energy above the lowest of the compared OMol25 structures with the same formula, charge and spin**: 3.555 eV
**Largest force on an atom**: 0.7 eV/A
**Highest occupied orbital energy**: -8.56 eV
**E_LUMO**: 1.1 eV



# 2
The following is a quantum chemistry calculation of one molecule with the formula C6H9N at a distorted geometry, from the OMol25 dataset.

CARTESIAN COORDINATES (ANGSTROEM)
C (-1.544, 0.351, -0.377)
C (-1.187, -1.002, -0.547)
C (0.111, -1.219, 0.204)
C (-0.138, -0.030, 1.225)
C (-0.263, 1.044, 0.143)
C (0.942, 0.816, -0.511)
N (1.258, -0.718, -0.648)
H (-2.034, 0.828, -1.156)
H (-2.015, -1.542, -1.137)
H (0.340, -2.120, 1.050)
H (-0.835, 0.112, 1.971)
H (1.017, 0.106, 1.390)
H (-0.415, 2.058, 0.393)
H (1.792, 1.208, -0.189)
H (0.786, 1.257, -1.558)
H (2.185, -1.149, -0.254)

Properties
**Energy above the lowest of the compared OMol25 structures with the same formula, charge and spin**: 5.526 eV
**Largest force on an atom**: 8.4 eV/A
**Highest occupied orbital energy**: -8.83 eV
**E_LUMO**: 0.9 eV



# 3
The following is a quantum chemistry calculation of C6H9N as an isolated structure, from the OMol25 dataset.

CARTESIAN COORDINATES (ANGSTROEM)
C (-1.683, 1.117, 1.101)
C (0.446, -0.063, 1.241)
C (1.143, -0.774, 0.101)
C (1.186, 0.375, -0.947)
C (-0.346, 0.226, -0.808)
C (-0.094, -1.298, -0.695)
N (-0.580, 0.542, 0.642)
H (-2.296, 1.716, 0.447)
H (-1.857, 1.056, 2.166)
H (0.694, 0.065, 2.281)
H (2.003, -1.408, 0.324)
H (1.647, 1.320, -0.648)
H (1.532, 0.057, -1.937)
H (-1.081, 0.696, -1.460)
H (-0.851, -1.865, -0.149)
H (0.137, -1.762, -1.659)

Properties
**Energy above the lowest of the compared OMol25 structures with the same formula, charge and spin**: 3.806 eV
**Largest force on an atom**: 0.3 eV/A
**Highest occupied orbital energy**: -6.25 eV
**E_LUMO**: 1.1 eV



# 4
The following is a quantum chemistry calculation of a 2-piece molecular cluster, C6H9N overall at a distorted geometry, from the OMol25 dataset.

CARTESIAN COORDINATES (ANGSTROEM)
C (-0.404, -1.146, -2.071)
C (-0.364, -0.329, -0.832)
C (0.128, 0.911, -0.571)
C (-0.057, 1.146, 0.831)
C (1.212, 1.148, 1.583)
C (-0.870, 0.138, 1.308)
N (-0.960, -0.794, 0.335)
H (-1.422, -1.188, -2.469)
H (0.245, -0.705, -2.831)
H (-0.058, -2.169, -1.883)
H (0.752, 1.504, -1.233)
H (1.514, -0.292, 1.103)
H (1.070, 1.307, 2.673)
H (1.931, 1.908, 1.230)
H (-1.102, -0.101, 2.341)
H (-1.408, -1.690, 0.430)

Properties
**Energy above the lowest of the compared OMol25 structures with the same formula, charge and spin**: 3.516 eV
**Largest force on an atom**: 4.3 eV/A
**Highest occupied orbital energy**: -7.58 eV
**E_LUMO**: 0.9 eV



# 5
The following is a quantum chemistry calculation of C6H9N as an isolated structure at a distorted geometry, from the OMol25 dataset.

CARTESIAN COORDINATES (ANGSTROEM)
C (-1.322, 1.215, 0.599)
C (-0.258, 0.195, 0.211)
C (-0.372, -1.128, 0.891)
C (1.288, -0.874, -0.965)
C (0.024, -0.053, -1.262)
C (1.260, 0.459, 0.582)
N (2.114, 1.039, 1.136)
H (-1.148, 2.172, 0.097)
H (-1.327, 1.382, 1.680)
H (-2.315, 0.852, 0.299)
H (-1.356, -1.504, 1.197)
H (0.468, -1.560, 1.412)
H (2.245, -0.487, -1.312)
H (1.224, -1.957, -0.971)
H (0.226, 0.882, -1.809)
H (-0.751, -0.633, -1.785)

Properties
**Energy above the lowest of the compared OMol25 structures with the same formula, charge and spin**: 5.574 eV
**Largest force on an atom**: 2.1 eV/A
**Highest occupied orbital energy (alpha / beta)**: -8.77 / -8.36 eV
**E_LUMO (alpha / beta)**: -0.6 / -0.1 eV



# 6
The following is a quantum chemistry calculation of one molecule with the formula C6H9N, from the OMol25 dataset.

CARTESIAN COORDINATES (ANGSTROEM)
C (-1.364, -2.719, 1.180)
C (-1.001, -1.316, 0.972)
C (-0.706, -0.162, 0.786)
C (-0.365, 1.231, 0.473)
C (0.961, 1.368, -0.262)
C (1.196, 0.688, -1.552)
N (0.925, 2.125, -1.511)
H (-0.473, -3.351, 1.215)
H (-2.001, -3.079, 0.367)
H (-1.911, -2.853, 2.118)
H (-0.344, 1.829, 1.393)
H (-1.145, 1.660, -0.166)
H (1.832, 1.494, 0.379)
H (0.407, 0.078, -1.985)
H (2.208, 0.347, -1.766)
H (1.780, 2.657, -1.644)

Properties
**Energy above the lowest of the compared OMol25 structures with the same formula, charge and spin**: 2.861 eV
**Largest force on an atom**: 0.5 eV/A
**Highest occupied orbital energy**: -9.34 eV
**E_LUMO**: 1.1 eV



# 7
The following is a quantum chemistry calculation of one molecule with the formula C6H9N at a distorted geometry, from the OMol25 dataset.

CARTESIAN COORDINATES (ANGSTROEM)
C (-2.532, -0.387, 0.089)
C (-1.117, 0.117, 0.027)
C (-0.632, 1.375, 0.197)
C (0.807, 1.325, 0.115)
C (1.147, 0.024, -0.051)
C (2.445, -0.714, -0.022)
N (-0.022, -0.748, -0.154)
H (-2.584, -1.418, 0.458)
H (-3.138, 0.229, 0.764)
H (-3.019, -0.356, -0.891)
H (-1.224, 2.258, 0.398)
H (1.488, 2.164, 0.145)
H (2.343, -1.716, -0.455)
H (3.236, -0.177, -0.550)
H (2.737, -0.856, 1.026)
H (0.063, -1.120, -1.097)

Properties
**Energy above the lowest of the compared OMol25 structures with the same formula, charge and spin**: 0.676 eV
**Largest force on an atom**: 1.1 eV/A
**Highest occupied orbital energy**: -7.92 eV
**E_LUMO**: 1.1 eV



# 8
The following is a quantum chemistry calculation of one molecule with the formula C6H9N, from the OMol25 dataset.

CARTESIAN COORDINATES (ANGSTROEM)
C (-1.000, 1.023, -0.941)
C (-0.129, 0.154, -0.034)
C (-0.974, -0.549, 1.057)
C (1.017, 0.782, 0.732)
C (2.227, 0.141, 0.655)
C (1.885, -0.845, -0.344)
N (0.631, -0.846, -0.780)
H (-1.762, 0.411, -1.442)
H (-1.532, 1.765, -0.337)
H (-0.419, 1.552, -1.703)
H (-0.499, -1.494, 1.332)
H (-1.998, -0.739, 0.721)
H (-1.019, 0.071, 1.956)
H (0.763, 1.605, 1.406)
H (2.554, -1.601, -0.763)
H (0.256, -1.430, -1.515)

Properties
**Energy above the lowest of the compared OMol25 structures with the same formula, charge and spin**: 3.344 eV
**Largest force on an atom**: 0.5 eV/A
**Highest occupied orbital energy**: -7.31 eV
**E_LUMO**: 0.2 eV



# 9
The following is a quantum chemistry calculation of one molecule with the formula C6H9N, from the OMol25 dataset.

CARTESIAN COORDINATES (ANGSTROEM)
C (-0.925, -1.823, 0.247)
C (0.003, -0.639, 0.321)
C (1.407, -0.884, 0.407)
C (2.069, 0.230, -0.029)
N (1.114, 1.181, -0.306)
C (-0.156, 0.678, -0.074)
C (-1.350, 1.597, -0.175)
H (-0.340, -2.521, -0.360)
H (-1.842, -1.632, -0.319)
H (-1.176, -2.346, 1.180)
H (1.810, -1.843, 0.719)
H (3.111, 0.359, -0.298)
H (1.294, 2.081, -0.723)
H (-2.298, 1.060, -0.065)
H (-1.375, 2.130, -1.134)
H (-1.346, 2.372, 0.608)

Properties
**Energy above the lowest of the compared OMol25 structures with the same formula, charge and spin**: 0.464 eV
**Largest force on an atom**: 0.5 eV/A
**Highest occupied orbital energy**: -7.82 eV
**E_LUMO**: 1.1 eV



# 10
The following is a quantum chemistry calculation of C6H9N as an isolated structure, from the OMol25 dataset.

CARTESIAN COORDINATES (ANGSTROEM)
C (-2.554, -0.418, 0.074)
C (-1.124, 0.025, 0.113)
C (-0.627, 1.317, 0.310)
C (0.750, 1.279, 0.119)
C (1.087, -0.054, -0.164)
C (2.416, -0.740, -0.040)
N (-0.124, -0.853, -0.132)
H (-2.622, -1.493, 0.261)
H (-3.145, 0.105, 0.833)
H (-3.013, -0.215, -0.902)
H (-1.221, 2.195, 0.538)
H (1.448, 2.105, 0.182)
H (2.414, -1.697, -0.570)
H (3.217, -0.115, -0.445)
H (2.636, -0.942, 1.014)
H (0.461, -0.498, -1.192)

Properties
**Energy above the lowest of the compared OMol25 structures with the same formula, charge and spin**: 2.065 eV
**Largest force on an atom**: 0.3 eV/A
**Highest occupied orbital energy**: -8.58 eV
**E_LUMO**: 1.0 eV